Density functional theory data (the ωB97M-V functional and the def2-TZVPD basis) for a cluster of 2 separate species, C12H19IO in total in a non-equilibrium geometry.

Properties
energy above the lowest of the compared OMol25 structures with the same formula, charge and spin	51.4	kcal per mole
structure (SMILES)	CC1=C=C2CCC[C@H](C1)C2.COCI
molecular weight	306.19	g mol⁻¹
net charge	0

The geometry in XYZ format:
```
33
Properties=species:S:1:pos:R:3:nbo_charge:R:1
C -0.99 0.61 2.25 -0.63
C 0.08 0.00 1.42 -0.07
C 0.35 -1.29 1.27 0.04
C 0.86 -1.99 0.32 -0.05
C 2.23 -2.61 0.55 -0.41
C 3.19 -1.82 -0.41 -0.38
C 2.88 -0.39 -0.30 -0.43
C 1.46 -0.09 -0.83 -0.22
C 0.72 0.74 0.17 -0.42
C 0.65 -1.38 -0.98 -0.42
H -0.67 1.59 2.78 0.20
H -1.31 -0.08 2.93 0.23
H -1.82 0.99 1.67 0.22
H 2.58 -2.54 1.57 0.21
H 2.29 -3.62 0.23 0.21
H 4.18 -2.11 0.05 0.22
H 3.01 -2.20 -1.51 0.19
H 2.88 -0.28 0.76 0.20
H 3.51 0.36 -0.65 0.22
H 1.42 0.43 -1.82 0.23
H 1.36 1.51 0.67 0.21
H -0.19 1.27 -0.22 0.23
H 1.05 -2.01 -1.70 0.21
H -0.42 -1.11 -1.13 0.22
C -3.32 2.90 -0.35 -0.27
O -2.46 1.96 -0.97 -0.53
C -3.05 0.85 -1.46 -0.05
I -4.02 -0.56 0.16 -0.12
H -2.65 3.77 0.06 0.20
H -3.70 2.56 0.57 0.20
H -4.06 3.27 -1.18 0.19
H -2.24 0.13 -1.83 0.22
H -3.80 1.12 -2.13 0.17
```